C40H83IO22 | the ωB97M-V functional and the def2-TZVPD basis

Computed properties:
- net charge = 0
- max |F| (eV/Å) = 1.7
- electronic energy (hartree) = -3526.5790
- SMILES string = CC(=O)OC(=O)C[C@@H](CC(=O)I)OC(=O)CCO.COCCOCCOC.COCCOCCOC.COCCOCCOC.COCCOCCOC.COCCOCCOC

Last columns: bonded neighbours and bond lengths (Å).
Cartesian coordinates (Å):
1 C -2.835 0.131 9.062  C2 1.488, H19 1.080, H20 1.074, H21 1.078
2 C -3.448 -1.161 8.654  C1 1.488, O3 1.202, O4 1.382
3 O -4.197 -1.785 9.358  C2 1.202
4 O -3.090 -1.622 7.401  C2 1.382, C5 1.387
5 C -4.131 -2.230 6.714  O4 1.387, O6 1.205, C7 1.497
6 O -5.204 -1.690 6.617  C5 1.205
7 C -3.853 -3.546 6.057  C5 1.497, C8 1.532, H22 1.080, H23 1.076
8 C -2.412 -4.063 6.122  C7 1.532, C9 1.525, O13 1.419, H24 1.082
9 C -2.262 -5.217 7.107  C8 1.525, C10 1.501, H25 1.078, H26 1.078
10 C -2.457 -4.780 8.530  C9 1.501, O11 1.195, I12 2.169
11 O -1.790 -3.948 9.069  C10 1.195
12 I -4.028 -5.783 9.639  C10 2.169
13 O -1.995 -4.627 4.889  C8 1.419, C14 1.366
14 C -1.825 -3.691 3.908  O13 1.366, O15 1.208, C16 1.492
15 O -2.731 -3.390 3.168  C14 1.208
16 C -0.453 -3.123 3.753  C14 1.492, C17 1.524, H27 1.081, H28 1.076
17 C 0.549 -4.193 3.340  C16 1.524, O18 1.415, H29 1.078, H30 1.084
18 O 1.075 -4.840 4.484  C17 1.415, H31 0.952
19 H -1.886 -0.060 9.541  C1 1.080
20 H -3.494 0.541 9.805  C1 1.074
21 H -2.758 0.837 8.252  C1 1.078
22 H -4.508 -4.252 6.544  C7 1.080
23 H -4.204 -3.461 5.043  C7 1.076
24 H -1.728 -3.290 6.449  C8 1.082
25 H -1.290 -5.667 6.991  C9 1.078
26 H -3.010 -5.949 6.848  C9 1.078
27 H -0.116 -2.611 4.643  C16 1.081
28 H -0.507 -2.386 2.971  C16 1.076
29 H 1.326 -3.769 2.725  C17 1.078
30 H 0.031 -4.901 2.703  C17 1.084
31 H 2.025 -4.802 4.424  O18 0.952
32 C 0.479 6.938 4.067  O33 1.408, H41 1.096, H42 1.088, H43 1.096
33 O 0.002 5.663 4.429  C32 1.408, C34 1.416
34 C 0.370 5.319 5.752  O33 1.416, C35 1.512, H44 1.097, H45 1.100
35 C -0.401 4.106 6.221  C34 1.512, O36 1.420, H46 1.092, H47 1.092
36 O -1.708 4.406 6.688  C35 1.420, C37 1.421
37 C -2.691 4.663 5.695  O36 1.421, C38 1.511, H48 1.091, H49 1.092
38 C -3.205 3.415 5.016  C37 1.511, O39 1.417, H50 1.099, H51 1.097
39 O -2.317 2.999 3.994  C38 1.417, C40 1.409
40 C -2.588 1.683 3.569  O39 1.409, H52 1.097, H53 1.088, H54 1.096
41 H 1.572 6.987 4.138  C32 1.096
42 H 0.184 7.121 3.036  C32 1.088
43 H 0.038 7.715 4.702  C32 1.096
44 H 0.172 6.159 6.429  C34 1.097
45 H 1.446 5.092 5.770  C34 1.100
46 H 0.122 3.697 7.088  C35 1.092
47 H -0.424 3.336 5.448  C35 1.092
48 H -2.335 5.389 4.963  C37 1.091
49 H -3.526 5.114 6.235  C37 1.092
50 H -4.185 3.622 4.564  C38 1.099
51 H -3.320 2.618 5.762  C38 1.097
52 H -2.439 0.969 4.388  C40 1.097
53 H -1.893 1.445 2.766  C40 1.088
54 H -3.612 1.591 3.190  C40 1.096
55 C 3.964 -4.626 -3.399  O56 1.407, H64 1.097, H65 1.088, H66 1.097
56 O 4.373 -5.229 -2.195  C55 1.407, C57 1.418
57 C 4.400 -4.297 -1.127  O56 1.418, C58 1.510, H67 1.097, H68 1.098
58 C 4.527 -5.008 0.199  C57 1.510, O59 1.422, H69 1.092, H70 1.092
59 O 3.292 -5.502 0.702  C58 1.422, C60 1.421
60 C 2.784 -6.678 0.087  O59 1.421, C61 1.512, H71 1.091, H72 1.092
61 C 3.497 -7.942 0.508  C60 1.512, O62 1.416, H73 1.099, H74 1.097
62 O 4.696 -8.107 -0.227  C61 1.416, C63 1.408
63 C 5.534 -9.084 0.347  O62 1.408, H75 1.096, H76 1.088, H77 1.096
64 H 4.634 -3.804 -3.678  C55 1.097
65 H 3.994 -5.386 -4.177  C55 1.088
66 H 2.938 -4.246 -3.317  C55 1.097
67 H 3.484 -3.694 -1.127  C57 1.097
68 H 5.262 -3.632 -1.265  C57 1.098
69 H 4.857 -4.272 0.936  C58 1.092
70 H 5.281 -5.797 0.154  C58 1.092
71 H 2.768 -6.580 -1.000  C60 1.091
72 H 1.750 -6.752 0.431  C60 1.092
73 H 2.845 -8.806 0.315  C61 1.099
74 H 3.716 -7.895 1.582  C61 1.097
75 H 5.852 -8.785 1.352  C63 1.096
76 H 6.414 -9.177 -0.286  C63 1.088
77 H 5.030 -10.056 0.399  C63 1.096
78 C 4.710 1.908 -3.520  O79 1.411, H87 1.097, H88 1.088, H89 1.097
79 O 3.967 1.517 -2.386  C78 1.411, C80 1.414
80 C 3.483 0.195 -2.512  O79 1.414, C81 1.511, H90 1.098, H91 1.100
81 C 2.958 -0.311 -1.187  C80 1.511, O82 1.421, H92 1.093, H93 1.091
82 O 3.973 -0.793 -0.317  C81 1.421, C83 1.421
83 C 4.762 0.192 0.335  O82 1.421, C84 1.512, H94 1.091, H95 1.092
84 C 4.054 0.874 1.484  C83 1.512, O85 1.415, H96 1.099, H97 1.097
85 O 3.205 1.902 1.008  C84 1.415, C86 1.409
86 C 2.303 2.340 1.997  O85 1.409, H98 1.097, H99 1.088, H100 1.096
87 H 4.103 1.847 -4.431  C78 1.097
88 H 5.021 2.940 -3.375  C78 1.088
89 H 5.605 1.284 -3.635  C78 1.097
90 H 4.284 -0.469 -2.862  C80 1.098
91 H 2.666 0.188 -3.249  C80 1.100
92 H 2.326 -1.178 -1.391  C81 1.093
93 H 2.341 0.444 -0.696  C81 1.091
94 H 5.149 0.924 -0.376  C83 1.091
95 H 5.612 -0.355 0.748  C83 1.092
96 H 4.801 1.318 2.158  C84 1.099
97 H 3.470 0.130 2.041  C84 1.097
98 H 1.629 1.529 2.298  C86 1.097
99 H 1.710 3.146 1.570  C86 1.088
100 H 2.834 2.718 2.878  C86 1.096
101 C -0.328 -1.350 -7.144  O102 1.409, H110 1.097, H111 1.088, H112 1.096
102 O -0.160 0.047 -7.087  C101 1.409, C103 1.417
103 C 0.376 0.462 -5.843  O102 1.417, C104 1.512, H113 1.097, H114 1.100
104 C 0.827 1.904 -5.909  C103 1.512, O105 1.419, H115 1.092, H116 1.092
105 O 2.105 2.080 -6.501  C104 1.419, C106 1.421
106 C 2.155 1.962 -7.916  O105 1.421, C107 1.511, H117 1.091, H118 1.092
107 C 1.591 3.163 -8.640  C106 1.511, O108 1.417, H119 1.099, H120 1.097
108 O 0.177 3.087 -8.699  C107 1.417, C109 1.409
109 C -0.403 4.316 -9.070  O108 1.409, H121 1.096, H122 1.088, H123 1.096
110 H -0.999 -1.701 -6.351  C101 1.097
111 H -0.767 -1.592 -8.110  C101 1.088
112 H 0.637 -1.864 -7.059  C101 1.096
113 H 1.226 -0.176 -5.570  C103 1.097
114 H -0.403 0.368 -5.072  C103 1.100
115 H 0.936 2.263 -4.883  C104 1.092
116 H 0.078 2.526 -6.402  C104 1.092
117 H 1.674 1.042 -8.254  C106 1.091
118 H 3.217 1.892 -8.158  C106 1.092
119 H 1.986 3.188 -9.666  C107 1.099
120 H 1.898 4.078 -8.119  C107 1.097
121 H -0.189 5.091 -8.324  C109 1.096
122 H -1.480 4.172 -9.123  C109 1.088
123 H -0.039 4.645 -10.050  C109 1.096
124 C -3.168 1.693 -7.107  O125 1.412, H133 1.097, H134 1.088, H135 1.093
125 O -3.925 2.278 -6.068  C124 1.412, C126 1.414
126 C -3.760 1.579 -4.851  O125 1.414, C127 1.511, H136 1.098, H137 1.100
127 C -4.298 2.387 -3.693  C126 1.511, O128 1.420, H138 1.092, H139 1.091
128 O -3.393 3.376 -3.222  C127 1.420, C129 1.420
129 C -3.273 4.550 -4.011  O128 1.420, C130 1.512, H140 1.092, H141 1.092
130 C -4.427 5.513 -3.848  C129 1.512, O131 1.416, H142 1.099, H143 1.097
131 O -5.525 5.117 -4.650  C130 1.416, C132 1.408
132 C -6.708 5.791 -4.291  O131 1.408, H144 1.096, H145 1.088, H146 1.097
133 H -3.460 0.648 -7.268  C124 1.097
134 H -3.361 2.257 -8.017  C124 1.088
135 H -2.099 1.739 -6.884  C124 1.093
136 H -2.696 1.368 -4.678  C126 1.098
137 H -4.306 0.626 -4.914  C126 1.100
138 H -4.437 1.708 -2.849  C127 1.092
139 H -5.269 2.822 -3.938  C127 1.091
140 H -3.114 4.306 -5.063  C129 1.092
141 H -2.373 5.047 -3.642  C129 1.092
142 H -4.108 6.517 -4.161  C130 1.099
143 H -4.723 5.547 -2.793  C130 1.097
144 H -7.001 5.547 -3.263  C132 1.096
145 H -7.495 5.461 -4.966  C132 1.088
146 H -6.590 6.877 -4.387  C132 1.097

These are the Löwdin partial charges, in e, on atoms 1 to 99: 0.0424, -0.4810, 0.1303, 0.0773, -0.4032, 0.1582, 0.0055, -0.2885, -0.1419, -0.8035, 0.0321, 0.8129, 0.0229, -0.4575, 0.1459, -0.0674, -0.2321, -0.0434, 0.0974, 0.0913, 0.0810, 0.1320, 0.1292, 0.1478, 0.1394, 0.0957, 0.1288, 0.1212, 0.1169, 0.1228, 0.0805, -0.1136, -0.1994, -0.2101, -0.1853, -0.1310, -0.1804, -0.2062, -0.1970, -0.1078, 0.0876, 0.0877, 0.0891, 0.1303, 0.1268, 0.1262, 0.1218, 0.1237, 0.1275, 0.1296, 0.1234, 0.0832, 0.0847, 0.0912, -0.1134, -0.1946, -0.2056, -0.1758, -0.1398, -0.1814, -0.2090, -0.1967, -0.1137, 0.0862, 0.0872, 0.0876, 0.1217, 0.1295, 0.1257, 0.1243, 0.1246, 0.1245, 0.1285, 0.1291, 0.0883, 0.0876, 0.0879, -0.1016, -0.1919, -0.2060, -0.1793, -0.1429, -0.1799, -0.2099, -0.1956, -0.1090, 0.0797, 0.0890, 0.0891, 0.1289, 0.1194, 0.1214, 0.1250, 0.1247, 0.1263, 0.1279, 0.1273, 0.0849, 0.0903